Record 1
{
  "formula": "C46H36AuN2OP2S2",
  "method": "ωB97M-V with the def2-TZVPD basis set",
  "species": ["Au", "O", "S", "C", "C", "C", "C", "C", "C", "P", "C", "C", "C", "C", "C", "C", "C", "C", "C", "C", "C", "C", "C", "C", "C", "C", "C", "C", "P", "C", "C", "C", "C", "C", "C", "C", "C", "C", "C", "C", "C", "H", "H", "H", "H", "H", "H", "H", "H", "H", "H", "H", "H", "H", "H", "H", "H", "H", "H", "H", "H", "H", "H", "H", "H", "H", "H", "H", "H", "S", "C", "C", "C", "N", "C", "C", "C", "C", "C", "N", "C", "C", "H", "H", "H", "H", "H", "H", "H", "H"],
  "positions_angstrom": [[-1.51, -0.26, -0.74], [-3.91, -2.56, 0.50], [-3.03, -1.45, 0.82], [-3.95, -0.26, 1.81], [-5.29, -0.48, 2.07], [-6.06, 0.55, 2.59], [-5.49, 1.79, 2.80], [-4.15, 2.01, 2.53], [-3.36, 0.98, 2.02], [-1.56, 1.13, 1.73], [-1.40, 2.62, 0.68], [-0.20, 3.33, 0.76], [0.07, 4.34, -0.14], [-0.82, 4.62, -1.16], [-1.99, 3.89, -1.28], [-2.29, 2.89, -0.36], [-1.14, 1.83, 3.40], [-1.25, 3.18, 3.69], [-0.89, 3.66, 4.94], [-0.44, 2.78, 5.91], [-0.37, 1.43, 5.64], [-0.71, 0.95, 4.39], [-1.78, -2.13, 1.96], [-2.06, -2.31, 3.30], [-1.13, -2.94, 4.12], [0.06, -3.40, 3.59], [0.33, -3.24, 2.25], [-0.58, -2.59, 1.42], [-0.24, -2.45, -0.37], [1.39, -1.66, -0.54], [1.81, -1.53, -1.87], [2.99, -0.88, -2.17], [3.75, -0.33, -1.14], [3.32, -0.43, 0.17], [2.13, -1.08, 0.47], [0.15, -4.20, -0.75], [-0.92, -5.09, -0.82], [-0.69, -6.42, -1.15], [0.60, -6.85, -1.42], [1.66, -5.96, -1.34], [1.44, -4.64, -1.02], [-5.71, -1.45, 1.86], [-7.10, 0.38, 2.81], [-6.10, 2.60, 3.19], [-3.72, 2.99, 2.70], [0.51, 3.09, 1.54], [0.99, 4.90, -0.05], [-0.60, 5.40, -1.87], [-2.66, 4.07, -2.09], [-3.21, 2.33, -0.44], [-1.60, 3.88, 2.94], [-0.97, 4.71, 5.14], [-0.13, 3.16, 6.88], [-0.03, 0.74, 6.40], [-0.64, -0.11, 4.18], [-3.01, -1.98, 3.70], [-1.35, -3.07, 5.17], [0.78, -3.90, 4.23], [1.24, -3.65, 1.82], [1.22, -1.97, -2.66], [3.32, -0.79, -3.19], [4.69, 0.15, -1.37], [3.91, 0.00, 0.97], [1.80, -1.15, 1.50], [-1.93, -4.75, -0.63], [-1.51, -7.11, -1.20], [0.78, -7.88, -1.68], [2.67, -6.29, -1.55], [2.27, -3.95, -0.97], [2.85, 3.48, -4.24], [1.61, 2.53, -3.38], [1.78, 2.23, -2.03], [0.81, 1.50, -1.39], [-0.30, 1.09, -1.99], [-0.48, 1.39, -3.28], [0.44, 2.11, -4.01], [3.74, 2.05, -4.89], [3.32, 1.41, -6.04], [4.04, 0.29, -6.45], [5.10, -0.17, -5.81], [5.51, 0.47, -4.74], [4.87, 1.59, -4.22], [2.66, 2.55, -1.50], [0.91, 1.22, -0.35], [-1.40, 1.04, -3.73], [0.26, 2.34, -5.05], [2.47, 1.76, -6.60], [3.76, -0.25, -7.34], [6.39, 0.07, -4.26], [5.24, 2.10, -3.34]],
  "gap_ev": 7.714,
  "fmax_ev_per_a": 1.06,
  "charge": 1,
  "homo_ev": -10.20,
  "spin_multiplicity": 1
}

=====

Record 2
{
  "formula": "C46H36BrCl3CrN4O3P2S",
  "method": "ωB97M-V with the def2-TZVPD basis set",
  "species": ["Cr", "C", "O", "C", "C", "C", "Br", "C", "C", "C", "O", "C", "N", "C", "C", "C", "C", "C", "C", "N", "H", "H", "H", "H", "H", "H", "H", "H", "H", "H", "H", "Cl", "C", "C", "C", "Cl", "C", "O", "C", "Cl", "C", "H", "H", "C", "N", "P", "C", "C", "C", "C", "C", "C", "C", "C", "C", "C", "C", "C", "P", "C", "C", "C", "C", "C", "C", "C", "C", "C", "C", "C", "C", "H", "H", "H", "H", "H", "H", "H", "H", "H", "H", "H", "H", "H", "H", "H", "H", "H", "H", "H", "H", "H", "H", "H", "S", "C", "N"],
  "positions_angstrom": [[-0.99, -1.11, 0.94], [-3.00, -3.03, 2.63], [-1.93, -2.07, 2.63], [-1.53, -1.51, 3.83], [-2.19, -1.65, 5.04], [-1.69, -0.96, 6.15], [-2.59, -1.13, 7.79], [-0.58, -0.14, 6.05], [0.09, -0.03, 4.83], [-0.39, -0.73, 3.76], [0.24, -0.65, 2.52], [1.21, 0.90, 4.68], [1.31, 2.02, 5.31], [2.49, 2.59, 4.86], [3.09, 3.80, 5.21], [4.30, 4.11, 4.62], [4.91, 3.25, 3.69], [4.32, 2.05, 3.32], [3.10, 1.75, 3.92], [2.24, 0.68, 3.78], [-3.94, -2.55, 2.89], [-2.76, -3.83, 3.33], [-3.04, -3.43, 1.62], [-3.08, -2.26, 5.13], [-0.22, 0.43, 6.89], [0.68, 0.22, 2.46], [2.62, 4.45, 5.93], [4.79, 5.04, 4.87], [5.86, 3.52, 3.26], [4.80, 1.38, 2.61], [2.52, -0.23, 3.44], [-6.64, 2.50, -1.28], [-5.26, 1.88, -0.44], [-4.71, 0.67, -0.83], [-3.61, 0.23, -0.12], [-2.85, -1.31, -0.54], [-2.99, 0.92, 0.91], [-1.89, 0.47, 1.49], [-3.61, 2.12, 1.29], [-2.95, 3.00, 2.62], [-4.72, 2.60, 0.62], [-5.13, 0.09, -1.64], [-5.17, 3.53, 0.93], [0.88, 0.42, -3.32], [0.10, -0.34, -2.32], [-0.43, -1.96, -2.69], [0.91, -2.55, -3.77], [0.91, -2.44, -5.16], [1.98, -2.91, -5.90], [3.07, -3.49, -5.26], [3.08, -3.61, -3.88], [2.00, -3.15, -3.14], [-1.78, -1.65, -3.87], [-2.42, -2.78, -4.38], [-3.51, -2.66, -5.23], [-3.99, -1.40, -5.56], [-3.37, -0.27, -5.05], [-2.28, -0.39, -4.21], [0.34, 0.09, -0.72], [2.13, 0.03, -0.39], [2.97, 1.05, -0.82], [4.35, 0.90, -0.76], [4.89, -0.28, -0.26], [4.06, -1.30, 0.19], [2.68, -1.15, 0.12], [-0.12, 1.83, -0.60], [0.42, 2.64, 0.40], [-0.03, 3.94, 0.57], [-1.03, 4.44, -0.26], [-1.58, 3.64, -1.24], [-1.13, 2.33, -1.41], [0.61, 0.07, -4.32], [1.95, 0.28, -3.19], [0.64, 1.49, -3.26], [0.06, -1.99, -5.67], [1.98, -2.82, -6.98], [3.91, -3.86, -5.84], [3.91, -4.08, -3.38], [1.99, -3.29, -2.06], [-2.06, -3.77, -4.11], [-3.99, -3.54, -5.62], [-4.85, -1.30, -6.22], [-3.74, 0.72, -5.31], [-1.80, 0.50, -3.82], [2.56, 1.97, -1.23], [5.00, 1.69, -1.10], [5.96, -0.41, -0.22], [4.48, -2.22, 0.57], [2.04, -1.95, 0.45], [1.22, 2.27, 1.04], [0.40, 4.56, 1.34], [-1.38, 5.45, -0.13], [-2.37, 4.02, -1.88], [-1.58, 1.70, -2.17], [0.84, -5.34, 0.08], [0.24, -3.90, 0.39], [-0.19, -2.82, 0.60]],
  "gap_ev": [6.969, 7.465],
  "fmax_ev_per_a": 0.66,
  "charge": 1,
  "homo_ev": [-10.70, -10.69],
  "spin_multiplicity": 4
}